# 1
Molecular formula: C16H47HgO8
Method: DFT, ωB97M-V/def2-TZVPD

Its spin multiplicity is 1. The total charge is +1. The relative energy (zero: lowest compared OMol25 entry of this formula, charge and spin) comes out at 0.0 kcal/mol.

Each line ends with the Löwdin charge.
Geometry (Å):
Hg1 8.58 -8.10 3.55  1.35
C1 6.96 -10.39 6.24  -0.08
C2 7.81 -10.86 5.07  -0.34
O1 7.62 -10.08 3.90  -0.37
H1 5.91 -10.32 5.97  0.07
H2 7.27 -9.39 6.55  0.07
H3 7.05 -11.13 7.04  0.07
H4 7.64 -11.89 4.74  0.10
H5 8.86 -10.80 5.38  0.10
C3 8.30 -14.40 3.38  -0.08
C4 7.25 -13.67 2.56  -0.31
O2 7.78 -12.43 2.09  -0.08
H6 7.80 -15.08 4.07  0.06
H7 8.96 -13.76 3.95  0.07
H8 8.95 -15.02 2.76  0.08
H9 6.35 -13.52 3.17  0.09
H10 6.90 -14.26 1.71  0.12
H11 7.80 -11.80 2.82  0.01
C5 7.17 -14.02 7.08  -0.10
C6 7.18 -15.52 7.28  -0.31
O3 5.85 -16.01 7.19  -0.07
H12 6.85 -13.81 6.05  0.05
H13 8.19 -13.63 7.17  0.08
H14 6.54 -13.46 7.77  0.06
H15 7.56 -15.78 8.27  0.12
H16 7.87 -16.03 6.59  0.11
H17 5.55 -15.82 6.30  0.08
C7 10.32 -10.46 8.08  -0.08
C8 11.35 -10.74 7.01  -0.32
O4 11.75 -9.50 6.39  -0.10
H18 10.67 -9.76 8.83  0.09
H19 9.99 -11.38 8.56  0.08
H20 9.44 -10.00 7.61  0.05
H21 11.01 -11.44 6.24  0.10
H22 12.27 -11.20 7.38  0.12
H23 12.65 -9.62 6.08  0.08
C9 6.52 -9.03 10.01  -0.09
C10 5.05 -8.67 10.19  -0.34
O5 4.94 -7.40 10.78  -0.06
H24 7.11 -9.00 10.92  0.08
H25 6.98 -8.36 9.28  0.06
H26 6.59 -10.05 9.62  0.06
H27 4.56 -9.47 10.74  0.12
H28 4.61 -8.70 9.18  0.09
H29 4.12 -7.34 11.27  0.09
C11 2.94 -11.05 1.56  -0.08
C12 4.39 -11.19 1.94  -0.32
O6 4.76 -10.25 2.94  -0.09
H30 2.72 -10.03 1.26  0.08
H31 2.26 -11.28 2.38  0.08
H32 2.72 -11.70 0.71  0.08
H33 5.02 -10.99 1.07  0.11
H34 4.61 -12.22 2.25  0.10
H35 5.64 -10.46 3.27  0.02
C13 5.32 -6.54 6.34  -0.05
C14 5.59 -7.15 4.99  -0.26
O7 6.87 -6.75 4.43  -0.21
H36 5.31 -5.45 6.35  0.09
H37 6.17 -6.77 7.00  0.08
H38 4.43 -6.97 6.79  0.09
H39 4.79 -6.94 4.27  0.13
H40 5.60 -8.23 5.06  0.08
H41 6.98 -5.79 4.46  0.11
C15 4.17 -12.02 7.71  -0.09
C16 2.92 -11.24 7.38  -0.33
O8 1.99 -11.41 8.44  -0.07
H42 3.84 -13.03 7.95  0.09
H43 4.73 -11.66 8.58  0.07
H44 4.81 -12.07 6.83  0.04
H45 2.50 -11.58 6.42  0.11
H46 3.06 -10.17 7.17  0.10
H47 1.18 -10.98 8.13  0.08

***

# 2
Molecular formula: C16H47N3O8
Method: DFT, ωB97M-V/def2-TZVPD

Its spin multiplicity is 1. As for the SMILES: COC[C@H](C)N.COC[C@H](C)N.COC[C@H](C)N.OCCO.OCCO.O. The total charge is 0. The relative energy (zero: lowest compared OMol25 entry of this formula, charge and spin) comes out at 73.9 kcal/mol.

Each line ends with the Löwdin charge.
Geometry (Å):
C1 -4.26 1.30 9.41  -0.09
O1 -5.03 2.48 9.12  -0.21
C2 -6.00 2.51 8.08  -0.16
C3 -5.40 2.73 6.60  -0.43
C4 -5.00 1.42 5.92  -0.09
N1 -4.37 3.72 6.50  0.04
H1 -4.86 0.40 9.32  0.09
H2 -3.89 1.47 10.42  0.09
H3 -3.41 1.21 8.73  0.07
H4 -6.71 1.68 8.07  0.11
H5 -6.61 3.38 8.33  0.11
H6 -6.29 2.95 6.00  0.12
H7 -4.56 1.45 4.92  0.07
H8 -5.87 0.77 5.87  0.07
H9 -4.27 0.90 6.52  0.06
H10 -3.65 3.53 7.19  0.07
H11 -3.87 3.61 5.63  0.07
C5 -3.67 1.61 -4.26  -0.07
O2 -3.92 0.25 -3.78  -0.23
C6 -5.30 -0.11 -3.63  -0.17
C7 -6.26 0.09 -4.89  -0.42
C8 -7.66 -0.53 -4.65  -0.07
N2 -5.68 -0.64 -6.04  0.02
H12 -2.58 1.61 -4.29  0.09
H13 -4.05 2.17 -3.41  0.09
H14 -4.08 1.79 -5.26  0.07
H15 -5.24 -1.16 -3.33  0.13
H16 -5.68 0.50 -2.81  0.11
H17 -6.40 1.09 -5.29  0.12
H18 -7.73 -1.39 -3.98  0.07
H19 -8.16 -0.70 -5.61  0.07
H20 -8.30 0.14 -4.08  0.07
H21 -6.19 -0.15 -6.75  0.07
H22 -4.74 -0.28 -6.11  0.05
C9 11.56 -1.61 -7.63  -0.16
O3 10.48 -1.18 -8.35  -0.16
C10 9.50 -0.42 -7.64  -0.17
C11 8.86 -0.97 -6.31  -0.40
C12 7.92 -2.12 -6.61  -0.10
N3 7.93 -0.02 -5.62  0.01
H23 11.42 -2.06 -6.64  0.08
H24 12.25 -0.80 -7.39  0.09
H25 12.14 -2.37 -8.15  0.09
H26 9.90 0.56 -7.36  0.11
H27 8.70 -0.17 -8.33  0.12
H28 9.60 -1.29 -5.58  0.13
H29 8.45 -3.00 -6.99  0.07
H30 7.17 -1.86 -7.36  0.08
H31 7.46 -2.44 -5.68  0.08
H32 7.04 0.01 -6.09  0.06
H33 7.71 -0.23 -4.66  0.07
O4 -2.49 -4.40 6.56  -0.06
C13 -1.11 -4.54 6.34  -0.25
C14 -0.30 -4.22 7.63  -0.23
O5 -0.06 -5.44 8.31  -0.09
H34 -2.79 -5.22 6.97  0.09
H35 -0.79 -5.46 5.86  0.12
H36 -0.85 -3.75 5.64  0.11
H37 -0.84 -3.66 8.39  0.12
H38 0.64 -3.77 7.32  0.11
H39 0.39 -6.04 7.72  0.08
O6 0.95 2.46 0.63  -0.09
C15 1.40 1.17 1.10  -0.20
C16 2.06 0.29 -0.04  -0.25
O7 3.32 0.79 -0.38  -0.05
H40 1.62 2.81 0.04  0.06
H41 2.18 1.37 1.83  0.11
H42 0.50 0.72 1.51  0.11
H43 1.33 0.27 -0.85  0.11
H44 2.15 -0.73 0.35  0.11
H45 3.20 1.62 -0.85  0.08
O8 3.62 4.93 -1.99  -0.05
H46 3.18 5.51 -2.60  0.03
H47 4.28 5.48 -1.56  0.03

***

# 3
Molecular formula: C16H48AlB4O8S4
Method: DFT, ωB97M-V/def2-TZVPD

Its spin multiplicity is 1. The total charge is -1. The relative energy (zero: lowest compared OMol25 entry of this formula, charge and spin) comes out at 0.0 kcal/mol.

Each line ends with the Löwdin charge.
Geometry (Å):
Al1 12.03 -1.64 -17.85  1.26
B1 11.15 -1.13 -20.98  -0.31
H1 10.76 -1.99 -20.33  0.01
H2 10.31 -0.37 -21.07  0.00
H3 12.05 -0.77 -20.35  -0.04
H4 11.45 -1.38 -22.05  -0.01
B2 15.07 -1.34 -19.57  -0.37
H5 13.95 -1.33 -19.84  -0.06
H6 15.62 -2.10 -20.22  -0.05
H7 15.47 -0.28 -19.65  -0.02
H8 15.23 -1.59 -18.47  -0.05
B3 12.33 1.43 -19.14  -0.31
H9 12.66 2.05 -18.24  -0.02
H10 12.47 1.99 -20.13  0.01
H11 13.02 0.52 -19.27  0.00
H12 11.22 1.13 -19.10  0.00
B4 9.31 -0.53 -17.35  -0.46
H13 9.90 0.02 -18.15  -0.06
H14 9.28 -1.66 -17.52  -0.06
H15 9.88 -0.49 -16.37  -0.05
H16 8.24 -0.16 -17.20  -0.02
C1 16.98 2.61 -17.72  -0.21
C2 17.84 1.40 -17.31  -0.20
C3 17.02 0.30 -16.57  -0.19
S1 15.29 0.91 -16.49  0.68
O1 15.10 1.60 -15.22  -0.34
O2 14.38 -0.11 -16.93  -0.41
C4 15.53 2.20 -17.78  -0.22
H17 17.34 3.06 -18.65  0.11
H18 16.92 3.24 -16.83  0.11
H19 18.74 1.67 -16.77  0.10
H20 18.11 0.94 -18.27  0.11
H21 17.42 0.03 -15.61  0.10
H22 16.78 -0.54 -17.23  0.07
H23 14.79 2.94 -17.48  0.08
H24 15.28 1.67 -18.71  0.08
C5 6.39 -2.71 -20.32  -0.19
C6 6.14 -3.53 -19.01  -0.21
C7 7.39 -4.25 -18.51  -0.21
S2 8.76 -3.83 -19.63  0.68
O3 8.95 -4.90 -20.55  -0.31
O4 9.97 -3.35 -18.94  -0.43
C8 7.89 -2.40 -20.38  -0.20
H25 5.86 -1.76 -20.19  0.11
H26 6.01 -3.21 -21.20  0.11
H27 5.28 -4.19 -19.16  0.10
H28 5.70 -2.99 -18.16  0.11
H29 7.25 -5.33 -18.51  0.10
H30 7.66 -3.93 -17.51  0.10
H31 8.34 -2.36 -21.37  0.10
H32 8.15 -1.52 -19.79  0.10
C9 14.52 -5.21 -22.75  -0.22
C10 13.29 -4.35 -23.12  -0.20
C11 12.23 -4.58 -22.04  -0.21
S3 13.08 -5.00 -20.47  0.72
O5 12.62 -6.33 -20.07  -0.35
O6 12.88 -3.88 -19.56  -0.40
C12 14.77 -4.99 -21.26  -0.20
H33 15.37 -4.84 -23.32  0.11
H34 14.36 -6.27 -22.92  0.11
H35 12.82 -4.67 -24.06  0.11
H36 13.53 -3.30 -23.28  0.12
H37 11.67 -5.49 -22.28  0.10
H38 11.56 -3.77 -21.75  0.07
H39 15.45 -5.67 -20.75  0.10
H40 15.19 -4.00 -21.10  0.07
C13 11.32 4.24 -16.52  -0.23
C14 9.82 3.93 -16.29  -0.20
C15 9.71 2.39 -16.30  -0.22
S4 11.19 1.80 -15.43  0.70
O7 11.80 0.71 -16.15  -0.42
O8 10.91 1.67 -14.00  -0.34
C16 12.19 3.32 -15.66  -0.20
H41 11.51 5.31 -16.38  0.11
H42 11.60 4.08 -17.56  0.10
H43 9.31 4.46 -17.10  0.11
H44 9.52 4.35 -15.33  0.11
H45 9.88 2.07 -17.33  0.08
H46 8.79 1.88 -16.01  0.09
H47 13.13 3.00 -16.11  0.05
H48 12.40 3.69 -14.66  0.10

***

# 4
Molecular formula: C16H48B3NO12S7
Method: DFT, ωB97M-V/def2-TZVPD

Its spin multiplicity is 1. The total charge is 0.

Each line ends with the Löwdin charge.
Geometry (Å):
N1 -1.61 3.47 -4.88  0.25
B1 -2.69 3.44 -5.79  -0.73
O1 -2.80 2.66 -6.93  0.29
B2 -3.97 1.98 -6.94  -0.40
O2 -5.10 2.52 -6.39  0.27
B3 -4.81 3.32 -5.30  -0.58
C1 -5.55 3.22 -3.93  -0.04
C2 -5.19 2.02 -3.03  -0.16
C3 -5.25 0.66 -3.73  -0.20
C4 -3.97 -0.10 -4.02  -0.20
S1 -3.48 -1.02 -2.57  0.54
O3 -3.62 -0.25 -1.41  -0.24
O4 -4.14 -2.26 -2.58  -0.26
O5 -1.95 -1.38 -2.72  -0.14
O6 -3.79 4.21 -5.50  0.33
H1 -0.79 2.97 -5.18  0.09
H2 -1.88 3.07 -4.00  0.09
H3 -4.06 0.91 -7.43  0.12
H4 -6.61 3.24 -4.11  0.11
H5 -5.28 4.12 -3.41  0.11
H6 -4.28 2.18 -2.50  0.11
H7 -5.95 1.99 -2.28  0.11
H8 -5.81 0.01 -3.09  0.11
H9 -5.82 0.74 -4.63  0.11
H10 -3.13 0.47 -4.35  0.10
H11 -4.17 -0.85 -4.77  0.11
H12 -1.90 -1.97 -3.48  0.09
C5 1.64 -2.36 -3.10  -0.27
S2 1.81 -0.67 -2.52  0.81
O7 0.97 0.18 -3.40  -0.56
C6 3.51 -0.45 -3.04  -0.27
H13 0.63 -2.68 -2.90  0.03
H14 1.84 -2.40 -4.17  0.06
H15 2.34 -2.99 -2.56  0.05
H16 3.60 -0.61 -4.11  0.06
H17 4.14 -1.15 -2.49  0.05
H18 3.80 0.57 -2.79  0.04
C7 -1.34 2.64 2.42  -0.26
S3 -0.85 0.92 2.45  0.79
O8 0.49 0.83 1.80  -0.57
C8 -2.06 0.38 1.24  -0.27
H19 -0.68 3.19 3.09  0.05
H20 -1.25 3.03 1.41  0.06
H21 -2.37 2.72 2.78  0.03
H22 -1.91 0.92 0.31  0.05
H23 -3.06 0.55 1.63  0.04
H24 -1.92 -0.69 1.06  0.05
C9 2.90 -2.86 5.36  -0.28
S4 1.45 -1.94 4.85  0.80
O9 0.26 -2.77 5.19  -0.57
C10 1.75 -2.11 3.09  -0.26
H25 2.91 -2.92 6.45  0.05
H26 2.87 -3.87 4.94  0.06
H27 3.79 -2.34 5.01  0.01
H28 1.79 -3.17 2.83  0.06
H29 2.69 -1.62 2.84  0.05
H30 0.93 -1.63 2.57  0.02
C11 -6.24 0.43 4.70  -0.27
S5 -4.48 0.48 5.04  0.82
O10 -3.91 1.58 4.21  -0.56
C12 -4.07 -1.06 4.21  -0.26
H31 -6.69 1.33 5.10  0.05
H32 -6.41 0.39 3.62  0.06
H33 -6.68 -0.44 5.19  0.05
H34 -4.39 -1.01 3.16  0.05
H35 -4.58 -1.89 4.71  0.06
H36 -3.00 -1.20 4.26  0.05
C13 6.44 -4.31 3.62  -0.26
S6 6.44 -2.58 4.11  0.82
O11 5.38 -1.90 3.32  -0.56
C14 8.01 -2.17 3.34  -0.26
H37 5.51 -4.75 3.97  0.04
H38 6.49 -4.38 2.54  0.06
H39 7.28 -4.82 4.09  0.06
H40 7.96 -2.39 2.27  0.06
H41 8.80 -2.74 3.81  0.06
H42 8.19 -1.11 3.49  0.05
C15 5.69 0.96 1.76  -0.26
S7 5.26 0.90 0.02  0.79
O12 6.34 0.15 -0.68  -0.56
C16 5.53 2.64 -0.31  -0.27
H43 5.62 -0.05 2.16  0.01
H44 6.70 1.34 1.87  0.06
H45 4.98 1.60 2.28  0.06
H46 6.56 2.90 -0.06  0.06
H47 4.83 3.23 0.28  0.06
H48 5.35 2.82 -1.37  0.04

***

# 5
Molecular formula: C16H48CdN2O9
Method: DFT, ωB97M-V/def2-TZVPD

Its spin multiplicity is 1. The total charge is +2.

Each line ends with the Löwdin charge.
Geometry (Å):
O1 -4.38 -2.94 -3.00  0.37
H1 -4.22 -2.09 -3.41  0.18
H2 -4.97 -3.46 -3.55  0.19
H3 -3.55 -3.41 -2.86  0.09
O2 -0.60 -0.52 -2.55  0.25
H4 -1.21 -0.18 -3.20  0.16
H5 -0.18 -1.24 -3.03  0.03
H6 0.02 0.16 -2.28  0.09
Cd1 -0.43 -3.49 -4.87  1.47
C1 -0.61 -3.40 -0.99  -0.10
C2 -1.39 -4.36 -1.86  -0.41
O3 -1.72 -3.80 -3.12  -0.48
H7 -0.50 -3.95 -0.06  0.09
H8 -1.04 -2.41 -0.85  0.07
H9 0.44 -3.26 -1.25  0.07
H10 -2.31 -4.49 -1.30  0.11
H11 -0.84 -5.30 -1.93  0.10
C3 3.28 -1.78 -2.74  -0.04
C4 2.30 -1.67 -4.00  -0.37
O4 0.98 -2.06 -3.89  -0.45
H12 3.83 -2.72 -2.65  0.07
H13 2.78 -1.76 -1.77  0.05
H14 3.97 -0.94 -2.67  0.07
H15 2.77 -2.20 -4.83  0.10
H16 2.27 -0.63 -4.33  0.09
O5 -1.88 -7.32 -3.42  -0.04
H17 -1.29 -6.57 -3.33  -0.02
H18 -2.47 -7.25 -2.67  0.04
C5 -1.87 0.36 0.97  -0.05
O6 -1.61 1.02 -0.31  -0.23
C6 -0.83 2.24 -0.14  -0.19
C7 -0.38 2.74 -1.51  -0.19
N1 0.79 1.95 -2.06  -0.05
C8 1.28 2.71 -3.32  -0.14
C9 2.84 2.57 -3.38  -0.20
O7 3.37 3.40 -2.33  -0.21
C10 3.57 4.81 -2.68  -0.06
H19 -2.77 -0.25 0.95  0.09
H20 -1.88 1.14 1.73  0.07
H21 -1.00 -0.29 1.09  0.07
H22 0.12 2.11 0.38  0.13
H23 -1.49 2.98 0.30  0.13
H24 -0.14 3.81 -1.45  0.12
H25 -1.23 2.73 -2.20  0.12
H26 1.57 2.00 -1.42  0.10
H27 1.06 3.77 -3.23  0.10
H28 0.83 2.27 -4.21  0.10
H29 3.34 2.76 -4.33  0.12
H30 3.14 1.54 -3.21  0.10
H31 3.77 5.31 -1.72  0.10
H32 2.70 5.33 -3.07  0.08
H33 4.36 4.87 -3.43  0.09
C11 1.35 -1.83 1.86  -0.10
O8 0.92 -0.62 2.50  -0.19
C12 0.86 -0.83 3.88  -0.27
C13 0.44 0.37 4.55  -0.25
N2 -0.96 0.64 4.28  -0.03
C14 -1.26 2.06 4.61  -0.18
C15 -1.00 2.59 6.06  -0.23
O9 -1.95 2.11 6.95  -0.17
C16 -2.39 3.00 8.01  -0.09
H34 1.71 -1.55 0.87  0.07
H35 0.48 -2.48 1.81  0.08
H36 2.12 -2.45 2.31  0.10
H37 1.84 -1.16 4.22  0.13
H38 0.16 -1.61 4.17  0.14
H39 1.08 1.20 4.25  0.13
H40 0.58 0.37 5.63  0.13
H41 -1.03 0.66 3.27  0.04
H42 -2.26 2.31 4.28  0.12
H43 -0.55 2.65 4.05  0.10
H44 -0.82 3.66 6.13  0.13
H45 -0.09 2.09 6.39  0.10
H46 -1.73 3.77 8.40  0.08
H47 -2.83 2.62 8.93  0.08
H48 -3.21 3.59 7.61  0.08

***

# 6
Molecular formula: C16H48F6N8O8P
Method: DFT, ωB97M-V/def2-TZVPD

Its spin multiplicity is 1. The total charge is -1. The relative energy (zero: lowest compared OMol25 entry of this formula, charge and spin) comes out at 10.4 kcal/mol.

Each line ends with the Löwdin charge.
Geometry (Å):
P1 8.02 15.75 -8.23  0.20
F1 9.34 14.89 -8.59  -0.15
F2 7.66 15.77 -9.79  -0.12
F3 7.21 14.29 -8.06  -0.22
F4 6.61 16.49 -7.89  -0.16
F5 8.40 15.57 -6.67  -0.16
F6 8.82 17.13 -8.21  -0.12
C1 11.22 16.60 -5.09  -0.67
O1 12.17 16.46 -4.33  0.00
N1 10.00 17.05 -4.66  0.16
N2 11.25 16.31 -6.44  0.16
H1 9.23 16.94 -5.29  0.06
H2 9.88 17.40 -3.74  0.10
H3 10.45 16.35 -7.05  0.04
H4 12.14 16.19 -6.89  0.10
C2 6.99 21.27 -6.63  -0.65
O2 6.58 22.41 -6.47  0.01
N3 7.19 20.32 -5.66  0.14
N4 7.38 20.80 -7.89  0.15
H5 7.14 19.34 -5.87  0.07
H6 6.89 20.72 -4.78  0.09
H7 7.53 19.81 -7.93  0.07
H8 7.53 21.40 -8.67  0.09
C3 6.17 10.64 -9.41  -0.69
O3 6.22 9.41 -9.26  -0.01
N5 5.78 11.25 -10.56  0.16
N6 6.65 11.52 -8.50  0.16
H9 5.65 12.24 -10.56  0.09
H10 5.50 10.65 -11.31  0.10
H11 7.08 11.01 -7.74  0.11
H12 6.82 12.49 -8.71  0.05
C4 4.64 14.10 -5.71  -0.68
O4 3.62 14.00 -5.02  0.00
N7 5.89 13.84 -5.21  0.16
N8 4.63 14.41 -7.04  0.16
H13 5.88 13.46 -4.28  0.10
H14 6.72 13.82 -5.77  0.07
H15 3.75 14.41 -7.51  0.11
H16 5.50 14.63 -7.50  0.04
C5 4.77 18.50 -9.87  -0.05
C6 4.06 18.52 -11.20  -0.51
C7 4.96 18.58 -12.43  -0.06
O5 3.16 17.40 -11.25  -0.05
H17 4.06 18.56 -9.05  0.07
H18 5.48 19.32 -9.75  0.07
H19 5.26 17.53 -9.77  0.07
H20 3.46 19.43 -11.36  0.13
H21 4.41 18.77 -13.35  0.07
H22 5.61 17.70 -12.39  0.08
H23 5.64 19.44 -12.43  0.08
H24 2.43 17.64 -10.67  0.08
C8 10.27 14.21 -11.84  -0.06
C9 9.38 12.95 -12.04  -0.50
C10 9.86 11.73 -11.26  -0.04
O6 8.06 13.35 -11.80  -0.05
H25 10.07 15.01 -12.56  0.07
H26 11.34 13.98 -11.91  0.07
H27 10.18 14.57 -10.81  0.05
H28 9.54 12.79 -13.11  0.13
H29 9.91 11.94 -10.19  0.07
H30 10.85 11.51 -11.66  0.08
H31 9.14 10.92 -11.38  0.08
H32 7.93 13.66 -10.90  0.06
C11 11.26 12.74 -7.03  -0.07
C12 12.13 12.24 -5.92  -0.48
C13 11.29 11.89 -4.70  -0.07
O7 12.78 11.04 -6.38  -0.06
H33 10.59 12.01 -7.47  0.08
H34 11.79 13.21 -7.87  0.08
H35 10.66 13.57 -6.64  0.06
H36 12.88 12.98 -5.62  0.14
H37 10.87 12.78 -4.23  0.08
H38 11.86 11.40 -3.90  0.07
H39 10.48 11.17 -4.87  0.08
H40 13.24 10.67 -5.62  0.07
C14 4.41 18.92 -4.24  -0.05
C15 4.55 17.81 -5.27  -0.45
C16 3.18 17.31 -5.75  -0.05
O8 5.33 18.26 -6.39  -0.09
H41 5.35 19.45 -4.11  0.04
H42 4.11 18.59 -3.24  0.08
H43 3.74 19.74 -4.51  0.08
H44 5.12 16.99 -4.84  0.13
H45 2.60 16.75 -5.01  0.08
H46 3.33 16.57 -6.53  0.05
H47 2.54 18.13 -6.05  0.08
H48 5.50 17.47 -6.92  0.04

***

Calculated max |F|, 2.49; 2.74; 3.00; 2.42; 3.44; 2.55 eV Å⁻¹ (same order as the records).
Calculated Kohn-Sham gap, 4.6; 9.5; 4.1; 8.7; 2.9; 10.0 eV (same order as the records).